{
  "formula": "C2H6ClN3",
  "method": "ωB97M-V with the def2-TZVPD basis set",
  "symbols": ["H", "N", "C", "C", "Cl", "N", "N", "H", "H", "H", "H", "H"],
  "coordinates": [[1.7529, -0.2259, 1.0964], [1.5408, -0.7231, 0.2394], [0.3653, -0.4384, -0.0413], [-0.2214, -1.2239, -1.2011], [-1.1040, -0.2662, -2.4511], [-0.5245, 0.4056, 0.6598], [0.1306, 1.5019, 1.2910], [-0.8878, -1.9981, -0.8735], [0.6050, -1.6933, -1.7634], [-1.2981, 0.6784, 0.0176], [-0.2601, 1.6234, 2.2355], [-0.0987, 2.3596, 0.7907]],
  "lowdin_charge": [0.05, 0.14, -0.54, -0.51, 0.52, -0.07, 0.00, 0.06, 0.08, 0.10, 0.09, 0.08],
  "total_charge": 0,
  "homo_lumo_gap_ha": 0.3884,
  "lumo_energy_ev": 0.79,
  "relative_energy_kj_mol": 61.8,
  "spin_multiplicity": 1,
  "smiles": "[H]/N=C(/CCl)NN"
}